Formula: C3H9N3P
Source: OMol25
Level of theory: ωB97M-V/def2-TZVPD

XYZ file:
```
16
C3H9N3P (ωB97M-V/def2-TZVPD)
C -1.143 1.228 0.652
C -0.692 -0.915 0.130
C 0.149 -2.058 0.748
N -1.322 0.077 1.007
N -0.254 1.519 -0.427
N 0.138 -0.232 -0.865
P 0.894 2.636 -0.550
H -1.768 2.091 1.043
H -1.522 -1.230 -0.413
H 0.711 -1.592 1.639
H 0.892 -2.460 -0.019
H -0.429 -2.814 1.328
H 1.228 -0.185 -0.765
H -0.177 -0.526 -1.711
H 1.349 2.476 -1.887
H 1.949 1.985 0.089
```

Summary:
relative energy (zero: lowest compared OMol25 entry of this formula, charge and spin): 2.1803 eV
total charge: +1
2S+1: 3
HOMO level (alpha / beta): -12.4 / -14.2 eV
Kohn-Sham gap (alpha / beta): 0.3371 / 0.2336 Eh

Atomic partial charges in e from the Mulliken method, atoms 1 to 8: C -0.05; C 0.24; C -1.11; N -0.29; N 0.04; N -0.36; P -0.03; H 0.39

***

Formula: C3H9N3S
Source: OMol25
Level of theory: ωB97M-V/def2-TZVPD

XYZ file:
```
16
C3H9N3S (ωB97M-V/def2-TZVPD)
H 1.208 2.387 0.858
N 1.641 1.490 0.450
C 0.834 0.706 -0.273
C 0.841 -0.698 -0.605
N 2.254 -1.174 -0.272
N -0.445 1.342 -0.625
S -1.826 0.240 -0.753
C -2.321 -0.588 0.723
H 0.149 -1.345 0.069
H 0.456 -0.848 -1.597
H 2.477 -0.749 0.586
H 2.788 -0.714 -1.057
H -0.684 2.456 -0.611
H -2.094 0.119 1.735
H -3.445 -0.881 0.706
H -1.833 -1.743 0.666
```

Summary:
relative energy (zero: lowest compared OMol25 entry of this formula, charge and spin): 3.6114 eV
HOMO level: -8.8 eV
Kohn-Sham gap: 0.3463 Eh
SMILES string: [H]/N=C(/CN)NSC

Atomic partial charges in e from the Mulliken method, atoms 1 to 8: H 0.23; N -0.72; C 0.69; C -0.55; N -0.69; N -0.36; S -0.10; C -0.71

***

Formula: C3H9N3S
Source: OMol25
Level of theory: ωB97M-V/def2-TZVPD

XYZ file:
```
16
C3H9N3S (ωB97M-V/def2-TZVPD)
C 0.157 -1.204 -1.303
C 0.582 -0.254 -0.297
N 1.864 0.063 -0.173
S 2.315 1.391 0.617
N -0.454 0.432 0.388
C -1.822 -0.026 0.149
N -0.284 0.969 1.678
H -0.476 -0.809 -2.078
H 1.131 -1.465 -1.890
H -0.207 -2.192 -1.015
H 3.560 1.694 -0.059
H -2.149 -1.173 0.262
H -2.216 0.187 -0.949
H -2.592 0.528 0.940
H 0.157 0.171 2.288
H 0.433 1.688 1.441
```

Summary:
relative energy (zero: lowest compared OMol25 entry of this formula, charge and spin): 3.4407 eV
HOMO level: -8.0 eV
Kohn-Sham gap: 0.3231 Eh
SMILES string: C/C(=N/S)N(C)N

Atomic partial charges in e from the Mulliken method, atoms 1 to 8: C -1.06; C 0.75; N -0.53; S -0.24; N 0.20; C -0.79; N -0.74; H 0.34

***

Formula: C3H9N3S
Source: OMol25
Level of theory: ωB97M-V/def2-TZVPD

XYZ file:
```
16
C3H9N3S (ωB97M-V/def2-TZVPD)
C 1.486 1.965 1.470
C 1.521 1.560 0.139
C -0.365 -1.559 0.676
H 0.805 1.062 1.899
H 1.069 3.161 1.725
H 2.898 1.816 1.706
H 1.847 2.255 -0.577
H 2.262 0.747 0.009
H -0.029 -2.319 1.450
H -2.549 -2.135 0.696
H -1.991 -0.362 -1.524
H -1.075 -2.035 -2.178
N 0.532 -0.580 0.516
N -1.625 -1.622 -0.040
N -1.887 -1.383 -1.365
S 0.110 0.694 -0.668
```

Summary:
relative energy (zero: lowest compared OMol25 entry of this formula, charge and spin): 7.4160 eV
HOMO level: -8.2 eV
Kohn-Sham gap: 0.3231 Eh

Atomic partial charges in e from the Mulliken method, atoms 1 to 8: C -0.55; C -0.68; C -0.02; H 0.24; H 0.22; H 0.18; H 0.51; H 0.30

***

Formula: C3H9N4S
Source: OMol25
Level of theory: ωB97M-V/def2-TZVPD

XYZ file:
```
17
C3H9N4S (ωB97M-V/def2-TZVPD)
C 2.551 -0.534 -0.334
C -2.919 1.154 -0.780
C 1.062 0.549 0.993
N 3.881 -1.929 -1.743
N 3.134 -1.389 -0.968
N -0.128 0.805 1.550
N 1.419 -0.556 0.417
S -2.416 -0.429 0.082
H -3.664 -1.023 -0.042
H -3.911 1.282 -0.897
H -2.386 1.086 -1.729
H -2.395 2.032 -0.233
H 1.893 1.270 0.989
H 4.364 -2.713 -1.280
H -0.378 1.614 2.037
H -0.855 0.086 1.519
H 0.750 -1.304 0.419
```

Summary:
relative energy (zero: lowest compared OMol25 entry of this formula, charge and spin): 4.1158 eV
total charge: +1
HOMO level: -13.0 eV
Kohn-Sham gap: 0.3276 Eh

Atomic partial charges in e from the Mulliken method, atoms 1 to 8: C -0.09; C -0.73; C 0.30; N -0.84; N 0.70; N -0.22; N -0.14; S -0.30

***

Formula: C3H9N5
Source: OMol25
Level of theory: ωB97M-V/def2-TZVPD

XYZ file:
```
17
C3H9N5 (ωB97M-V/def2-TZVPD)
N -1.114 2.599 -0.949
C -0.758 1.687 -0.223
C -0.631 0.841 0.764
C -0.086 -0.539 0.529
N -1.049 -1.522 0.987
N 1.183 -0.719 1.212
N 0.104 -0.643 -0.939
N 0.861 0.415 -1.491
H -0.460 3.245 -1.368
H -0.990 1.069 1.754
H -0.798 -2.452 0.666
H -1.971 -1.303 0.630
H 1.201 -0.225 2.094
H 1.420 -1.703 1.284
H 0.528 -1.554 -1.142
H 1.863 0.341 -1.317
H 0.699 0.464 -2.492
```

Summary:
relative energy (zero: lowest compared OMol25 entry of this formula, charge and spin): 2.9346 eV
HOMO level: -8.3 eV
Kohn-Sham gap: 0.3402 Eh
SMILES string: N=C=CC(N)(N)NN

Atomic partial charges in e from the Mulliken method, atoms 1 to 8: N -0.60; C 0.90; C -1.58; C 1.25; N -0.66; N -0.61; N -0.41; N -0.55

***

Formula: C3H9N5
Source: OMol25
Level of theory: ωB97M-V/def2-TZVPD

XYZ file:
```
17
C3H9N5 (ωB97M-V/def2-TZVPD)
C 0.476 -0.810 2.375
C -0.028 -0.344 1.237
N -0.440 0.852 0.797
C -0.007 1.035 -0.468
N 1.334 1.328 -0.720
N -0.907 1.648 -1.333
N 0.191 -1.072 -0.173
N -0.931 -1.628 -0.859
H 0.719 -1.852 2.500
H 0.571 -0.151 3.225
H 1.976 0.753 -0.199
H 1.584 1.441 -1.691
H -1.834 1.721 -0.949
H -0.587 1.952 -2.240
H 0.929 -1.769 -0.145
H -1.471 -2.218 -0.229
H -1.574 -0.888 -1.129
```

Summary:
relative energy (zero: lowest compared OMol25 entry of this formula, charge and spin): 3.5146 eV
HOMO level: -7.4 eV
Kohn-Sham gap: 0.3008 Eh
SMILES string: C=C(N=C(N)N)NN

Atomic partial charges in e from the Mulliken method, atoms 1 to 8: C -0.97; C 0.49; N -0.74; C 0.80; N -0.55; N -0.42; N -0.13; N -0.71

***

Formula: C3H9N5
Source: OMol25
Level of theory: ωB97M-V/def2-TZVPD

XYZ file:
```
17
C3H9N5 (ωB97M-V/def2-TZVPD)
H 0.925 -1.599 -2.042
N 0.644 -1.434 -1.078
C 0.899 -0.252 -0.671
N 1.478 0.767 -1.399
C 0.762 0.088 0.783
N 1.327 -0.287 1.827
H 2.294 -0.593 1.731
C -0.863 0.383 0.804
N -1.562 -0.856 1.048
N -1.406 1.130 -0.301
H 1.567 1.672 -0.973
H 1.345 0.756 -2.398
H -0.958 1.004 1.700
H -1.429 -1.482 0.257
H -1.180 -1.319 1.866
H -1.533 0.520 -1.106
H -2.309 1.504 -0.048
```

Summary:
relative energy (zero: lowest compared OMol25 entry of this formula, charge and spin): 1.7058 eV
HOMO level: -8.6 eV
Kohn-Sham gap: 0.3486 Eh
SMILES string: [H]/N=C(N)/C(=N\[H])C(N)N

Atomic partial charges in e from the Mulliken method, atoms 1 to 8: H 0.21; N -0.64; C 0.21; N -0.44; C 0.43; N -0.66; H 0.27; C -0.13

***

Formula: C3H9N5
Source: OMol25
Level of theory: ωB97M-V/def2-TZVPD

XYZ file:
```
17
C3H9N5 (ωB97M-V/def2-TZVPD)
C 2.170 1.167 -0.803
N 1.446 0.367 0.280
N 1.597 -0.965 0.098
C 0.589 -1.747 0.262
N -0.776 -1.433 0.237
N -0.940 -0.071 -0.221
C -2.357 0.229 -0.078
N -0.085 0.932 0.480
H 2.354 0.469 -1.642
H 1.676 2.092 -1.087
H 3.168 1.353 -0.378
H 0.708 -2.773 0.451
H -1.290 -1.440 1.153
H -2.805 -0.293 0.756
H -2.396 1.326 -0.048
H -2.851 -0.059 -0.987
H -0.209 0.845 1.528
```

Summary:
relative energy (zero: lowest compared OMol25 entry of this formula, charge and spin): 5.4915 eV
HOMO level: -8.2 eV
Kohn-Sham gap: 0.3391 Eh
SMILES string: Cn1nc[nH]n(C)[nH]1

Atomic partial charges in e from the Mulliken method, atoms 1 to 8: C -0.71; N 0.13; N -0.56; C -0.05; N -0.34; N -0.06; C -0.75; N -0.39

***

Formula: C3H9N5
Source: OMol25
Level of theory: ωB97M-V/def2-TZVPD

XYZ file:
```
17
C3H9N5 (ωB97M-V/def2-TZVPD)
C 0.730 -1.467 -1.302
C -1.387 0.369 0.361
C 0.964 1.051 0.159
N -0.490 -1.401 -0.952
N 1.691 -1.075 -0.466
N -0.488 1.343 0.060
N -1.276 -0.967 -0.141
N 1.380 -0.187 0.544
H 1.076 -1.902 -2.294
H -1.591 0.208 1.454
H -2.410 0.600 0.036
H 1.380 1.295 -0.961
H 1.367 1.857 0.871
H 2.562 -1.677 -0.389
H -0.733 2.339 -0.243
H -3.648 -1.961 -1.362
H 1.598 -0.304 1.592
```

Summary:
relative energy (zero: lowest compared OMol25 entry of this formula, charge and spin): 5.7327 eV
total charge: +2
2S+1: 3
HOMO level (alpha / beta): -17.1 / -19.0 eV
Kohn-Sham gap (alpha / beta): 0.2445 / 0.2290 Eh

Atomic partial charges in e from the Mulliken method, atoms 1 to 8: C 0.02; C -0.42; C -0.58; N 0.20; N -0.07; N 0.08; N -0.19; N -0.14

***

Formula: C3H9NO
Source: OMol25
Level of theory: ωB97M-V/def2-TZVPD

XYZ file:
```
14
C3H9NO (ωB97M-V/def2-TZVPD)
C -1.098 -1.023 -0.216
C -0.528 0.213 0.313
C 1.036 -0.035 0.652
H -2.094 -0.997 -0.311
H -0.745 -1.214 -1.370
H -0.787 -1.893 -0.187
H -1.078 0.404 1.407
H -0.133 1.343 -1.125
H -0.361 2.236 0.137
H 1.337 0.865 1.353
H 0.964 -0.916 0.910
H 2.713 -0.469 -0.501
N -0.855 1.415 -0.387
O 1.629 0.072 -0.674
```

Summary:
relative energy (zero: lowest compared OMol25 entry of this formula, charge and spin): 5.3637 eV
HOMO level: -9.5 eV
Kohn-Sham gap: 0.3650 Eh

Atomic partial charges in e from the Mulliken method, atoms 1 to 8: C -1.62; C 0.31; C -0.65; H 0.40; H 0.26; H 0.60; H 0.26; H 0.35

***

Formula: C3H9NO
Source: OMol25
Level of theory: ωB97M-V/def2-TZVPD

XYZ file:
```
14
C3H9NO (ωB97M-V/def2-TZVPD)
N -2.030 -0.662 0.135
C -1.123 0.399 -0.552
C 0.071 0.939 0.166
C 1.118 -0.051 0.647
O 1.855 -0.613 -0.445
H -2.148 -0.264 1.154
H -1.504 -1.575 0.127
H -0.674 -0.265 -1.408
H -1.749 1.178 -0.953
H -0.166 1.528 1.096
H 0.626 1.643 -0.458
H 1.811 0.405 1.344
H 0.551 -0.960 1.103
H 2.226 0.131 -0.952
```

Summary:
relative energy (zero: lowest compared OMol25 entry of this formula, charge and spin): 1.5610 eV
HOMO level: -9.7 eV
Kohn-Sham gap: 0.3888 Eh
SMILES string: NCCCO

Atomic partial charges in e from the Mulliken method, atoms 1 to 8: N -0.61; C -0.67; C -0.37; C -0.43; O -0.50; H 0.25; H 0.29; H 0.27

***

Formula: C3H9NO
Source: OMol25
Level of theory: ωB97M-V/def2-TZVPD

XYZ file:
```
14
C3H9NO (ωB97M-V/def2-TZVPD)
C -2.126 1.632 -0.472
C -1.217 0.705 0.264
C -0.636 -0.398 -0.213
N 0.274 -1.147 0.546
H -1.913 1.746 -1.537
H -2.272 2.605 -0.017
H -3.133 1.177 -0.462
H -0.930 0.966 1.279
H -0.785 -0.845 -1.189
H 0.228 -2.135 0.677
H 0.783 -0.672 1.277
O 3.046 -0.647 -0.029
H 3.209 -0.691 -0.992
H 2.096 -0.871 0.049
```

Summary:
relative energy (zero: lowest compared OMol25 entry of this formula, charge and spin): 1.2936 eV
HOMO level: -8.4 eV
Kohn-Sham gap: 0.3489 Eh
SMILES string: C/C=C/N.O

Atomic partial charges in e from the Mulliken method, atoms 1 to 8: C -1.06; C -0.18; C -0.06; N -0.65; H 0.29; H 0.32; H 0.25; H 0.22

***

Formula: C3H9NO
Source: OMol25
Level of theory: ωB97M-V/def2-TZVPD

XYZ file:
```
14
C3H9NO (ωB97M-V/def2-TZVPD)
C -0.472 2.635 -0.086
O 0.685 2.633 -0.428
H -0.815 3.400 0.629
H -1.165 1.834 -0.526
C 0.830 -0.838 -1.011
N -0.489 -0.753 -0.275
C -0.396 -1.171 1.213
H 1.637 -0.147 -0.385
H 1.416 -1.867 -1.044
H 1.002 -0.590 -1.998
H -1.230 -1.203 -0.833
H 0.161 -2.207 1.208
H -1.372 -1.269 1.727
H 0.208 -0.456 1.810
```

Summary:
relative energy (zero: lowest compared OMol25 entry of this formula, charge and spin): 3.0695 eV
HOMO level: -8.7 eV
Kohn-Sham gap: 0.3605 Eh
SMILES string: C=O.CNC

Atomic partial charges in e from the Mulliken method, atoms 1 to 8: C -0.10; O -0.39; H 0.27; H 0.20; C -0.86; N -0.29; C -0.75; H 0.21

***

Formula: C3H9NO
Source: OMol25
Level of theory: ωB97M-V/def2-TZVPD

XYZ file:
```
14
C3H9NO (ωB97M-V/def2-TZVPD)
C -1.669 0.215 -1.556
O -0.836 0.558 -0.489
C 0.282 -0.323 -0.312
C 1.201 0.274 0.775
N 0.688 -0.191 2.026
H -2.624 0.819 -1.434
H -1.931 -0.832 -1.538
H -1.228 0.535 -2.571
H 0.717 -0.304 -1.303
H -0.068 -1.338 -0.084
H 2.223 -0.031 0.651
H 1.143 1.350 0.709
H 1.148 -1.187 2.278
H 0.954 0.455 2.849
```

Summary:
relative energy (zero: lowest compared OMol25 entry of this formula, charge and spin): 1.8999 eV
HOMO level: -9.2 eV
Kohn-Sham gap: 0.3808 Eh
SMILES string: COCCN

Atomic partial charges in e from the Mulliken method, atoms 1 to 8: C -0.68; O -0.31; C -0.44; C -0.50; N -0.62; H 0.22; H 0.31; H 0.25

***

Formula: C3H9NO
Source: OMol25
Level of theory: ωB97M-V/def2-TZVPD

XYZ file:
```
14
C3H9NO (ωB97M-V/def2-TZVPD)
C -0.127 -1.873 -0.318
N -0.251 -0.670 -0.001
C 0.672 0.295 -0.600
C -0.021 1.088 -1.711
H 0.491 -2.171 -1.178
H -0.580 -2.688 0.239
H 1.426 -0.328 -1.102
H 1.227 0.958 0.055
H -0.943 0.651 -2.096
H 0.584 1.160 -2.604
H -0.248 2.134 -1.493
O -0.231 0.848 2.371
H -0.429 0.425 1.513
H -0.776 0.367 2.998
```

Summary:
relative energy (zero: lowest compared OMol25 entry of this formula, charge and spin): 1.6568 eV
HOMO level: -9.9 eV
Kohn-Sham gap: 0.4012 Eh
SMILES string: C=NCC.O

Atomic partial charges in e from the Mulliken method, atoms 1 to 8: C -0.31; N -0.50; C -0.31; C -1.11; H 0.21; H 0.27; H 0.33; H 0.39